DFT (ωB97M-V with the def2-TZVPD basis set) results for a cluster of 9 separate species, C36H60F12O23 in total in a non-equilibrium geometry.

Structure (XYZ):
```
131
Properties=species:S:1:pos:R:3:forces:R:3:lowdin_charge:R:1
C 0.011 -1.151 -4.508 0.4 0.2 -1.5 -0.2191
F 4.417 -1.805 1.073 -0.5 0.1 0.1 0.1814
O -6.764 0.021 2.840 0.3 0.2 0.2 0.1135
H -7.501 3.944 0.407 0.1 -0.2 -0.2 0.0789
C 1.752 3.068 1.825 1.5 0.9 -0.7 -0.5866
F -3.825 -2.259 8.640 0.1 0.2 -0.2 0.1554
C 4.994 -2.995 1.100 1.5 0.2 -0.1 -0.5614
H -1.439 -1.276 -6.067 -0.1 0.2 -0.2 0.0741
C -6.549 0.228 1.669 -1.3 -0.2 1.0 -0.6129
C -1.903 -1.100 -3.146 1.1 0.3 0.6 -0.6224
O -0.711 -0.557 -3.439 0.2 0.3 -0.1 0.0182
F 5.859 -2.073 -3.602 0.1 -0.1 -0.3 0.1830
H -8.769 1.662 2.007 0.2 -0.2 0.1 0.1296
O 0.199 -0.303 0.894 -0.4 -0.3 -0.9 0.0452
C 5.045 0.165 -3.346 0.9 0.7 -0.4 -0.3850
H 0.844 -3.814 -1.723 -0.2 0.3 0.1 0.0750
O -0.635 -4.388 1.262 0.3 -0.6 -0.1 0.0592
H -1.462 -3.914 -0.613 -0.1 -0.2 0.2 0.1266
H 0.228 -1.190 -6.605 0.0 0.4 -0.3 0.0819
C 0.661 -4.241 -0.742 0.0 -1.0 0.7 -0.0478
H 1.802 4.142 -0.938 -0.3 -0.7 0.2 0.1199
O 4.463 0.713 -2.468 -0.3 -0.1 0.4 0.1683
C -0.372 -0.442 2.057 -0.2 0.2 0.9 -0.6222
H 3.869 2.991 -1.676 0.0 -0.3 0.3 0.0367
C -2.475 -0.153 3.068 -0.8 -1.0 0.5 -0.0427
H 1.131 -1.305 -1.412 0.0 -0.2 0.2 0.0665
H -3.370 -0.624 2.663 -0.1 0.0 0.1 0.0707
H 0.425 2.046 4.109 0.1 0.2 -0.1 0.1019
C -5.731 -1.932 1.348 0.6 -1.1 0.8 -0.0415
C -0.490 -0.759 -5.909 -0.6 -1.0 1.0 -0.0486
H -3.361 -2.269 -1.393 0.1 0.1 -0.6 0.0936
H 1.565 0.342 -1.217 0.0 0.2 0.5 0.0780
C 3.916 3.798 -0.946 -0.1 -0.1 -0.1 -0.0604
C -3.478 -1.960 7.371 -0.5 0.1 0.5 -0.5355
H 6.593 2.216 -2.771 -0.2 -0.5 0.0 0.1296
C 1.870 2.660 -4.310 -0.8 0.9 -1.4 -0.5272
H 4.165 4.674 -1.548 -0.2 0.3 0.3 0.0808
H -2.280 1.555 -4.860 -0.2 0.0 0.1 0.0594
O -1.624 0.040 1.957 0.3 0.4 0.1 0.0114
H -7.281 0.719 7.130 -0.2 0.0 -0.1 0.0812
O -1.342 -4.464 3.293 -0.1 -0.2 -0.2 0.0315
H -5.432 -2.627 0.566 -0.2 0.6 -0.6 0.0945
H -6.579 -2.382 1.861 -0.3 0.4 0.0 0.1010
O -2.489 -3.227 1.793 -0.3 0.2 -0.2 0.1177
H 9.845 -0.856 -0.839 0.1 -0.2 0.1 0.0803
H 1.825 0.993 4.264 -0.1 -0.1 -0.3 0.0957
C 1.484 1.948 3.867 -0.2 -0.2 1.1 -0.0346
H -3.539 2.766 -4.519 0.2 0.2 0.1 0.0772
F 1.957 1.792 -3.326 0.5 0.0 0.4 0.1867
O -2.416 -2.000 -3.737 -0.6 -0.6 -0.4 0.1418
O 0.127 -0.894 3.057 0.0 -0.2 0.0 0.1270
C 2.598 3.969 -0.209 0.4 1.2 0.1 -0.2057
F 2.767 3.661 -4.229 0.1 -0.5 0.8 0.1469
F 4.379 -1.306 -5.037 0.3 -0.4 -0.1 0.1752
H 1.045 -0.807 -4.472 -0.1 0.2 0.7 0.1074
H -8.610 2.716 -0.319 0.4 -0.1 -0.1 0.0821
C -1.582 -3.964 2.082 0.2 0.1 0.2 -0.5962
H 1.717 -1.821 0.990 -0.7 -0.1 0.2 0.1167
H -3.118 -4.714 4.436 0.2 -0.4 -0.4 0.1008
O -2.817 0.336 7.088 0.5 0.2 0.6 0.1705
O -0.362 2.871 -5.186 0.2 0.0 -0.5 0.0272
C 6.339 2.070 -3.828 0.7 1.1 1.0 -0.2256
C -8.274 3.202 0.597 -0.8 0.3 -0.1 -0.0698
H 2.197 -0.159 1.244 0.0 0.0 0.0 0.1160
H 2.069 2.717 4.374 -0.1 0.2 -0.3 0.1012
C 7.813 -1.569 -0.838 1.8 -1.4 0.4 -0.1996
C -2.241 -4.073 4.312 -0.6 0.4 0.9 -0.0501
O 2.422 2.864 0.673 -0.7 -1.1 -0.4 0.0312
C 7.554 2.409 -4.656 -0.1 0.4 -0.1 -0.0583
C 4.794 -1.295 -3.766 -0.9 0.7 0.4 -0.5475
H 4.724 3.617 -0.237 0.1 -0.1 -0.1 0.0824
C -2.748 2.477 -5.205 0.4 0.2 -0.5 -0.0316
C -3.709 -0.457 7.078 0.2 0.5 -1.2 -0.4079
O 1.688 1.920 2.470 0.1 -0.5 -0.4 -0.0044
H 2.580 4.854 0.432 0.3 0.1 -0.2 0.1167
C -0.563 -3.751 -0.015 -0.3 1.3 -0.5 -0.2124
H 7.228 2.557 -5.685 0.5 -0.3 -0.2 0.0829
C -6.851 1.168 6.236 0.8 -0.4 -0.2 -0.0473
O 7.182 -3.858 0.657 0.6 -0.8 -0.1 0.1847
F 4.328 -3.849 0.328 -0.4 0.0 -0.1 0.1757
C -7.885 2.186 1.645 0.2 0.5 -0.1 -0.2117
C 1.521 -0.796 0.672 0.7 0.8 -0.1 -0.2014
H 5.503 2.755 -3.990 -0.1 -0.3 -0.3 0.1246
H -7.116 0.625 5.329 -0.2 -0.1 0.1 0.0606
H -0.527 -2.677 0.193 0.1 0.0 -0.2 0.1101
H 2.805 -0.859 -1.027 0.0 -0.1 0.0 0.0570
C 6.465 -2.918 0.586 -0.5 0.3 0.1 -0.4031
O 1.450 4.160 2.215 -0.8 0.0 0.6 0.1349
C -3.362 -1.182 -1.325 -0.4 0.6 0.6 -0.0263
H -4.824 1.494 5.487 0.1 0.0 0.0 0.1233
H 8.087 -2.576 -1.166 0.0 0.1 -0.1 0.1237
F 3.804 -1.759 -3.001 0.1 -0.4 -0.2 0.1590
C -1.628 3.527 -5.400 -1.2 -0.4 0.1 -0.1578
H -1.777 4.392 -4.760 0.4 -0.1 0.2 0.1184
O -5.984 -0.626 0.845 0.5 -0.4 -1.0 0.0187
H -0.647 0.313 -5.996 0.4 0.0 -0.2 0.0580
H -1.694 -4.099 5.251 0.1 0.0 -0.1 0.0927
H -1.624 3.861 -6.435 0.2 0.0 0.0 0.1225
H 7.534 -1.030 -1.741 -0.6 0.3 0.4 0.1110
H 1.534 -4.112 -0.100 0.1 0.1 -0.2 0.0708
H -9.170 3.751 0.900 0.2 0.0 0.4 0.0785
H -7.360 2.674 2.466 -0.2 -0.2 0.2 0.1259
F -4.219 -2.736 6.571 0.3 0.0 -0.1 0.1634
F 2.165 2.039 -5.472 -0.4 -0.2 0.4 0.1471
H -3.204 2.278 -6.174 -0.1 -0.2 0.1 0.0755
C 1.760 -0.648 -0.805 0.3 0.0 -0.7 -0.0444
F 5.017 -3.454 2.346 -0.4 -0.1 0.2 0.1814
H -2.052 -0.839 3.803 0.2 0.0 -0.2 0.0825
C 9.023 -0.957 -0.131 -0.8 0.6 -0.4 -0.0493
H 0.047 -2.239 -4.439 -0.3 0.0 0.3 0.1239
H -4.291 -0.724 -1.664 -0.2 -0.4 0.2 0.1020
O 5.992 0.723 -4.107 -0.4 -1.0 -0.1 0.0339
H 8.031 3.329 -4.315 -0.4 0.2 0.0 0.0824
O 0.256 4.220 -3.492 -0.1 0.1 0.1 0.1644
H 9.296 -1.536 0.747 0.1 -0.1 -0.1 0.0828
C -5.331 1.139 6.384 -0.2 0.8 0.3 -0.1926
H -5.020 1.743 7.238 0.1 0.1 -0.1 0.1280
H 8.756 0.054 0.184 0.1 0.0 0.2 0.0788
H 0.511 -5.316 -0.877 0.3 0.0 -0.1 0.0858
O -6.985 1.285 0.997 0.5 -0.2 -0.7 0.0366
H -2.652 -3.075 4.166 0.3 0.1 -0.2 0.0725
H -7.215 2.189 6.133 0.1 0.1 0.1 0.0797
H -4.889 -1.986 2.037 0.0 0.5 0.2 0.0695
F -2.194 -2.249 7.212 0.0 -0.1 -0.1 0.1764
O -2.323 -0.507 -2.039 0.2 -0.4 0.1 0.0145
C 0.456 3.349 -4.284 0.7 0.0 0.3 -0.3960
H -3.184 -0.960 -0.273 -0.1 0.3 -0.1 0.0851
O -4.925 -0.205 6.653 -0.9 -1.2 0.3 0.0313
O 6.743 -1.727 0.092 -1.0 1.0 -0.6 0.0332
H 8.342 1.667 -4.536 -0.2 -0.3 -0.3 0.0825
H -2.795 0.728 3.625 0.5 0.5 -0.5 0.0932
```
Positions in Å, forces in eV/Å.

E_LUMO, eV: 0.4
Maximum force, eV Å⁻¹: 2.3
HOMO level, Ha: -0.3832